Model a:
Here is a cluster of 2 separate species, C4H7FOS in total from the Open Molecules 2025 dataset. Energies are from wB97M-V/def2-TZVPD.

Highest occupied orbital energy (alpha / beta): -8.77 / -8.67 eV
Total charge: 0
Kohn-Sham gap (alpha / beta): 7.96 / 8.59 eV

XYZ file:
```
14
Properties=species:S:1:pos:R:3:mulliken_charge:R:1
C 2.217 1.925 1.371 -0.3045
C 2.469 1.783 0.135 -0.0424
C -1.964 -0.953 -0.707 -0.8288
C 0.761 -0.787 -0.623 -0.7961
O -0.566 0.428 1.225 -0.6151
F 3.387 2.064 -0.761 -0.1889
S -0.581 0.314 -0.271 0.5568
H 2.778 2.533 1.967 0.3253
H 1.428 1.467 2.024 0.2113
H -2.657 -1.242 0.157 0.2618
H -1.454 -1.765 -1.158 0.3032
H -2.539 -0.459 -1.422 0.3220
H 1.526 -0.705 0.060 0.4849
H 0.869 -1.009 -1.702 0.3106
```

=====

Model b:
Here is an isolated molecule of C4H7FOS from the Open Molecules 2025 dataset. Energies are from wB97M-V/def2-TZVPD.

Highest occupied orbital energy: -9.93 eV
Total charge: 0
Kohn-Sham gap: 9.93 eV

XYZ file:
```
14
Properties=species:S:1:pos:R:3:mulliken_charge:R:1
C 0.207 -1.025 -0.395 -0.7463
C -0.209 0.022 0.274 1.1367
C -0.511 -0.138 1.731 -1.1395
C -0.536 1.348 -0.305 -1.3085
O 1.564 -2.149 -2.379 -0.5233
F 1.934 0.292 -2.091 -0.3601
S 0.715 -0.983 -2.122 0.5979
H 0.501 -1.938 0.122 0.3465
H 0.212 0.329 2.440 0.2676
H -0.634 -1.236 2.031 0.3310
H -1.456 0.400 1.814 0.3258
H 0.286 2.012 -0.081 0.3045
H -0.619 1.487 -1.334 0.4602
H -1.454 1.579 0.293 0.3075
```

=====

Stability, highest: model b

=====

Model a:
Here is the ion C4H9NO2 with charge +1 from the Open Molecules 2025 dataset. Energies are from wB97M-V/def2-TZVPD.

⟨S²⟩: 0.75
Highest occupied orbital energy (alpha / beta): -14.65 / -14.63 eV
Spin multiplicity: 2
Total charge: +1
Kohn-Sham gap (alpha / beta): 11.07 / 5.63 eV

XYZ file:
```
16
Properties=species:S:1:pos:R:3:mulliken_charge:R:1
C 0.320 -0.436 1.522 -1.2925
C 0.624 0.580 0.449 0.3768
C -0.210 0.229 -0.970 -0.6721
C -1.662 0.001 -0.877 0.3510
O -2.030 -1.240 -1.467 -0.4338
O -2.404 0.518 -0.046 -0.4955
N 2.097 0.725 0.061 -0.1362
H -0.418 -0.040 2.102 0.3621
H -0.013 -1.389 1.223 0.4052
H 1.246 -0.860 2.083 0.3714
H 0.363 1.664 0.738 0.3199
H 0.287 -0.662 -1.333 0.4889
H -0.297 1.167 -1.551 0.3067
H -2.987 -1.091 -1.622 0.3696
H 2.298 0.558 -0.964 0.3571
H 2.787 0.274 0.650 0.3214
```

=====

Model b:
Here is the ion C4H9NO2 with charge +1 from the Open Molecules 2025 dataset. Energies are from wB97M-V/def2-TZVPD.

⟨S²⟩: 0.76
Highest occupied orbital energy (alpha / beta): -15.01 / -15.01 eV
Spin multiplicity: 2
Total charge: +1
Kohn-Sham gap (alpha / beta): 10.57 / 6.16 eV

XYZ file:
```
16
Properties=species:S:1:pos:R:3:mulliken_charge:R:1
O 0.896 -1.611 2.210 -0.2369
C 1.425 -1.164 1.262 -0.2029
C 0.625 -0.412 0.160 0.6511
C -0.633 0.274 0.644 -0.7110
C -1.425 0.943 -0.467 -0.7060
O -1.389 0.134 -1.651 -0.5245
N 1.464 0.423 -0.524 -0.3107
H 2.402 -1.592 0.961 0.3443
H 0.364 -1.268 -0.499 0.2417
H -1.257 -0.313 1.311 0.3945
H -0.247 1.051 1.320 0.3899
H -2.462 1.087 -0.191 0.3552
H -1.101 1.925 -0.810 0.3945
H -1.932 -0.654 -1.515 0.3286
H 1.058 1.143 -1.119 0.2799
H 2.213 0.035 -1.091 0.3124
```

=====

Stability, highest: model b

=====

Model a:
Here is a structure of composition C8H10N2O from the Open Molecules 2025 dataset. Energies are from wB97M-V/def2-TZVPD.

Highest occupied orbital energy: -7.45 eV
Total charge: 0
Kohn-Sham gap: 8.07 eV

XYZ file:
```
21
Properties=species:S:1:pos:R:3:mulliken_charge:R:1
C -1.357 -1.105 -2.389 -0.4369
C -0.907 0.138 -2.880 -0.5381
C -1.311 -1.425 -1.066 -0.5543
C -0.222 0.958 -2.001 -0.6310
C -0.670 -0.585 -0.112 0.5505
C -0.052 0.568 -0.638 0.3832
C 0.927 0.379 1.562 0.9378
C 0.402 0.982 2.818 -1.4149
N -0.449 -0.883 1.199 -0.7031
N 0.824 1.133 0.345 -0.4110
O 2.117 -0.326 1.548 -0.6016
H -1.895 -1.863 -3.075 0.2176
H -0.934 0.596 -3.828 0.4079
H -1.723 -2.359 -0.937 0.4721
H 0.363 1.887 -2.216 0.2781
H 1.024 1.734 3.063 0.4652
H 0.513 0.276 3.650 0.3022
H -0.508 1.364 2.659 0.4229
H -0.058 -1.744 1.527 0.2234
H 1.614 1.336 -0.221 0.2915
H 2.302 -1.060 0.991 0.3385
```

=====

Model b:
Here is a cluster of 2 separate species, C8H10N2O in total from the Open Molecules 2025 dataset. Energies are from wB97M-V/def2-TZVPD.

Highest occupied orbital energy: -8.98 eV
Total charge: 0
Kohn-Sham gap: 9.69 eV

XYZ file:
```
21
Properties=species:S:1:pos:R:3:mulliken_charge:R:1
C 3.385 1.444 0.176 -0.5188
C 2.075 1.117 0.290 -0.0976
C 3.298 -0.650 -0.194 -0.0306
C 0.895 -1.038 0.028 0.5993
C -1.980 -0.950 0.971 -0.7095
C -0.978 0.033 0.510 -0.2462
C -2.022 -0.412 -0.438 0.3026
C -3.113 0.527 -0.891 -1.4794
N 4.127 0.329 -0.123 -0.6003
N 1.993 -0.243 0.053 0.1167
O 0.789 -2.196 -0.218 -0.5094
H 3.857 2.400 0.285 0.3972
H 1.216 1.712 0.508 0.2482
H 3.545 -1.669 -0.412 0.3851
H -1.670 -1.975 1.108 0.2219
H -2.729 -0.623 1.682 0.2411
H -0.815 1.015 0.903 0.2945
H -1.704 -1.107 -1.209 0.3744
H -3.927 -0.036 -1.346 0.3732
H -2.729 1.228 -1.633 0.3329
H -3.512 1.094 -0.051 0.3046
```

=====

Stability, highest: model a

=====

Model a:
Here is an isolated molecule of C4H10N2S from the Open Molecules 2025 dataset. Energies are from wB97M-V/def2-TZVPD.

Highest occupied orbital energy: -8.82 eV
SMILES string: NC1(CS)CNC1
Total charge: 0
Kohn-Sham gap: 9.55 eV

XYZ file:
```
17
Properties=species:S:1:pos:R:3:mulliken_charge:R:1
N 1.149 1.319 -0.022 -0.7250
C 0.219 0.208 -0.044 0.9345
C -1.270 0.720 -0.012 -1.0332
S -2.492 -0.647 -0.017 -0.2300
C 0.627 -0.798 1.059 -0.6273
N 1.403 -1.607 0.010 -0.5428
C 0.642 -0.837 -1.024 -0.7730
H 0.971 1.948 -0.812 0.2994
H 0.838 1.883 0.811 0.3261
H -1.398 1.336 -0.898 0.4081
H -1.438 1.310 0.912 0.3683
H -3.575 0.106 0.043 0.1288
H -0.293 -1.296 1.443 0.2489
H 1.262 -0.383 1.865 0.3119
H 2.379 -1.364 -0.076 0.2985
H -0.227 -1.416 -1.346 0.2826
H 1.203 -0.483 -1.890 0.3243
```

=====

Model b:
Here is an isolated molecule of C4H10N2S from the Open Molecules 2025 dataset. Energies are from wB97M-V/def2-TZVPD.

Highest occupied orbital energy: -7.86 eV
SMILES string: CCN(C)/C=N\S
Total charge: 0
Kohn-Sham gap: 8.74 eV

XYZ file:
```
17
Properties=species:S:1:pos:R:3:mulliken_charge:R:1
C -1.974 -0.521 0.829 -0.9168
C -1.374 -0.158 -0.619 -0.6691
N 0.149 0.104 -0.497 -0.0184
C 0.442 1.564 -0.130 -0.9134
C 0.968 -1.069 -0.511 0.2026
N 2.226 -1.369 -0.081 -0.4639
S 3.138 0.148 0.209 -0.2123
H -3.080 -0.700 0.737 0.3340
H -1.694 -1.462 1.411 0.2659
H -1.882 0.286 1.514 0.3124
H -1.566 -0.976 -1.200 0.3906
H -1.693 0.807 -0.983 0.2939
H 1.444 1.748 -0.374 0.4346
H 0.249 2.000 1.002 0.2115
H -0.198 2.161 -0.864 0.3121
H 0.600 -2.015 -0.902 0.3075
H 4.244 -0.546 0.459 0.1287
```

=====

Model c:
Here is a cluster of 2 separate species, C4H10N2S in total from the Open Molecules 2025 dataset. Energies are from wB97M-V/def2-TZVPD.

Highest occupied orbital energy (alpha / beta): -7.88 / -7.89 eV
SMILES string: [H]/N=C(/C)CC.N=S
Total charge: 0
Kohn-Sham gap (alpha / beta): 7.35 / 7.37 eV

XYZ file:
```
17
Properties=species:S:1:pos:R:3:mulliken_charge:R:1
H -0.536 0.016 2.009 0.2065
N -0.439 -0.721 1.309 -0.7180
C 0.458 -0.538 0.446 1.0163
C 0.553 -1.456 -0.714 -1.2041
C 1.295 0.703 0.460 -0.6622
C 0.511 1.963 0.010 -1.1412
H -0.411 -1.178 -1.350 0.0334
H 1.402 -1.338 -1.299 0.4244
H 0.526 -2.450 -0.553 0.3847
H 1.643 1.106 1.469 0.2713
H 2.058 0.664 -0.183 0.3375
H 1.015 2.881 0.063 0.4029
H -0.461 2.099 0.488 0.3146
H 0.092 2.052 -1.093 0.2718
N -2.713 -1.469 -0.072 -0.3403
S -3.050 -1.068 -1.557 -0.0469
H -1.941 -1.266 0.567 0.4494
```

=====

Stability, highest: model a

=====

Model a:
Here is an isolated molecule of C8H9NO2S from the Open Molecules 2025 dataset. Energies are from wB97M-V/def2-TZVPD.

Highest occupied orbital energy: -9.04 eV
Total charge: 0
Kohn-Sham gap: 9.83 eV

XYZ file:
```
21
Properties=species:S:1:pos:R:3:mulliken_charge:R:1
C -2.365 2.031 -0.680 -0.3768
C -1.864 0.748 -0.014 -0.6968
C 0.464 -0.172 -0.062 0.3584
C 0.079 -1.222 0.696 -0.2703
C 0.897 -2.372 0.864 -0.6179
C 2.157 -2.464 0.255 -0.3149
C 2.599 -1.387 -0.474 -0.4660
C 1.714 -0.289 -0.682 -0.2482
H -3.359 2.313 -0.142 0.2738
H -2.632 2.154 -1.761 0.2930
H -2.411 -0.155 -0.342 0.4052
H -1.883 0.927 1.079 0.4228
H -0.927 -1.115 1.132 0.3295
H 0.602 -3.226 1.480 0.3368
H 2.804 -3.473 0.451 0.1968
H 3.556 -1.224 -0.951 0.3561
H 2.138 0.417 -1.426 0.2806
N -0.498 0.852 -0.495 0.0022
O 0.224 2.265 1.433 -0.5186
O -1.381 3.033 -0.358 -0.3497
S 0.086 2.360 -0.003 0.6039
```

=====

Model b:
Here is an isolated molecule of C8H9NO2S from the Open Molecules 2025 dataset. Energies are from wB97M-V/def2-TZVPD.

Highest occupied orbital energy: -9.43 eV
SMILES string: CS[C@H](c1ccccc1)[N+](=O)[O-]
Total charge: 0
Kohn-Sham gap: 9.76 eV

XYZ file:
```
21
Properties=species:S:1:pos:R:3:mulliken_charge:R:1
C -1.595 -2.455 0.883 -0.8247
S -2.000 -1.720 -0.724 -0.0704
C -1.466 0.015 -0.642 0.0534
C 0.101 0.368 -0.578 0.2475
C 1.070 -0.669 -0.585 -0.3747
C 2.363 -0.277 -0.374 -0.5827
C 2.715 1.005 -0.037 -0.3442
C 1.813 1.998 -0.148 -0.4877
C 0.494 1.693 -0.397 -0.4733
N -2.234 0.923 0.251 1.0171
O -2.298 2.083 -0.081 -0.5891
O -2.647 0.463 1.265 -0.5981
H -0.589 -2.698 0.973 0.3146
H -2.189 -3.346 0.996 0.3806
H -1.828 -1.825 1.766 0.2588
H -1.502 0.535 -1.676 0.2759
H 0.863 -1.699 -0.904 0.4068
H 3.106 -1.030 -0.275 0.3723
H 3.784 1.197 0.252 0.2934
H 2.204 2.987 0.190 0.2988
H -0.167 2.453 -0.155 0.4256
```

=====

Stability, highest: model a

=====

Model a:
Here is an isolated molecule of C6H9F from the Open Molecules 2025 dataset. Energies are from wB97M-V/def2-TZVPD.

Highest occupied orbital energy (alpha / beta): -8.95 / -8.24 eV
Total charge: 0
Kohn-Sham gap (alpha / beta): 9.25 / 8.05 eV

XYZ file:
```
16
Properties=species:S:1:pos:R:3:mulliken_charge:R:1
C -0.601 1.334 -2.143 -0.8331
C -1.483 0.509 -1.663 0.6589
C -1.053 -0.474 -0.568 -0.6494
C 0.294 0.116 -0.242 -0.1798
C 1.353 -0.835 1.754 -0.9595
C 0.650 0.448 1.199 -0.5041
F -2.823 0.282 -2.104 -0.2923
H -0.440 2.124 -2.862 0.3542
H -1.647 -0.413 0.297 0.3311
H -1.131 -1.348 -1.081 0.3239
H 1.238 -0.248 -0.875 0.2072
H 0.699 -1.633 1.323 0.2669
H 1.412 -0.787 2.850 0.3173
H 2.304 -0.956 1.162 0.2975
H 1.456 1.227 1.237 0.2579
H -0.227 0.654 1.716 0.4033
```

=====

Model b:
Here is an isolated molecule of C6H9F from the Open Molecules 2025 dataset. Energies are from wB97M-V/def2-TZVPD.

Highest occupied orbital energy: -9.72 eV
SMILES string: C=C[C@@H](F)C(=C)C
Total charge: 0
Kohn-Sham gap: 10.79 eV

XYZ file:
```
16
Properties=species:S:1:pos:R:3:mulliken_charge:R:1
C 2.412 -0.225 -0.043 -0.7374
C 1.342 -0.872 0.341 -0.2182
C -0.063 -0.961 -0.540 0.0162
F -0.424 -2.261 -0.518 -0.3286
C -1.041 0.024 -0.038 0.5194
C -2.113 -0.241 0.649 -0.6388
C -0.731 1.541 -0.414 -1.3645
H 3.062 0.017 0.810 0.2195
H 2.588 0.242 -0.902 0.4277
H 1.321 -1.460 1.348 0.2103
H 0.182 -0.633 -1.543 0.3037
H -2.043 -1.233 1.183 0.2369
H -2.631 0.514 1.294 0.2841
H -1.544 2.204 -0.184 0.3747
H 0.193 1.801 0.027 0.3680
H -0.508 1.544 -1.470 0.3269
```

=====

Stability, highest: model b

=====

Model a:
Here is the ion C3H5N2OS with charge +1 from the Open Molecules 2025 dataset. Energies are from wB97M-V/def2-TZVPD.

Highest occupied orbital energy: -14.09 eV
SMILES string: C1=[NH+][C@H]2S[C@H]2ON1
Total charge: +1
Kohn-Sham gap: 9.70 eV

XYZ file:
```
12
Properties=species:S:1:pos:R:3:mulliken_charge:R:1
C 1.092 -0.100 0.804 0.0814
N 0.457 -1.075 0.269 -0.0787
C -0.744 -0.859 -0.503 -0.2386
S -2.178 -0.306 0.445 0.0187
C -1.149 0.597 -0.676 -0.2672
O -0.257 1.635 -0.263 -0.2738
N 0.835 1.237 0.611 -0.0769
H 1.993 -0.548 1.297 0.3865
H 0.871 -1.940 0.299 0.2299
H -0.867 -1.600 -1.320 0.4350
H -1.517 0.937 -1.569 0.4915
H 1.464 2.022 0.605 0.2922
```

=====

Model b:
Here is the ion C3H5N2OS with charge +1 from the Open Molecules 2025 dataset. Energies are from wB97M-V/def2-TZVPD.

Highest occupied orbital energy (alpha / beta): -15.02 / -14.71 eV
Total charge: +1
Kohn-Sham gap (alpha / beta): 7.91 / 8.56 eV

XYZ file:
```
12
Properties=species:S:1:pos:R:3:mulliken_charge:R:1
C -1.609 -0.474 0.677 0.6049
C 0.990 0.703 -0.125 -0.2080
C 0.459 -0.737 -0.476 -0.6752
N 0.031 1.331 0.778 -0.4207
N -1.036 -0.825 -0.441 0.4983
O -1.630 -1.259 -1.422 -0.3676
S -2.323 -0.561 2.030 -0.0194
H 2.063 0.601 0.298 0.3216
H 1.066 1.490 -0.946 0.3388
H 0.851 -1.105 -1.517 0.3576
H 0.934 -1.453 0.145 0.3319
H 0.202 2.289 0.999 0.2379
```

=====

Stability, highest: model a